[1]
ORCA calculation (wB97M-V/def2-TZVPD) on a gas-phase ion, CH2NO4S (charge -1) at a distorted geometry.

Values from the calculation:
net charge: -1
energy above the lowest of the compared OMol25 structures with the same formula, charge and spin: 5.371 eV
E_HOMO: -4.65 eV
energy: -21581.3208 eV

The geometry in XYZ format:
```
9
Properties=species:S:1:pos:R:3:lowdin_charge:R:1
C 0.14 -0.49 -0.22 -0.378
N 0.65 0.22 2.66 -0.260
O 1.17 0.97 3.51 -0.131
O -0.41 -1.74 -0.64 -0.417
O 1.13 -0.96 2.47 -0.328
O -1.30 -1.50 1.77 -0.480
S -0.06 -1.73 1.08 0.868
H -0.69 0.19 0.04 0.063
H 0.91 0.03 -0.74 0.063
```

[2]
ORCA calculation (wB97M-V/def2-TZVPD) on 2 unconnected molecules or ions with the total composition C10H18N3 at a distorted geometry.

Values from the calculation:
net charge: +1
energy above the lowest of the compared OMol25 structures with the same formula, charge and spin: 3.840 eV
E_HOMO: -12.43 eV
energy: -15123.6841 eV

The geometry in XYZ format:
```
31
Properties=species:S:1:pos:R:3:lowdin_charge:R:1
C 2.22 -1.25 -0.21 -0.003
N 0.88 -0.69 0.06 -0.105
C -0.19 -1.69 0.17 -0.228
C -1.24 -1.63 -0.75 -0.020
C -2.21 -2.64 -0.76 -0.052
C -2.17 -3.66 0.21 -0.059
C -1.15 -3.68 1.17 -0.057
C -0.14 -2.71 1.14 -0.012
C 0.80 0.52 0.62 0.094
H 2.10 -2.28 -0.55 0.107
H 2.75 -0.67 -0.97 0.099
H 2.80 -1.23 0.72 0.100
H -1.25 -0.84 -1.50 0.107
H -2.98 -2.64 -1.52 0.113
H -2.94 -4.44 0.22 0.118
H -1.14 -4.46 1.94 0.119
H 0.70 -2.77 1.84 0.122
H -0.14 0.77 1.12 0.132
H 1.76 1.05 0.73 0.125
C -1.00 2.41 -0.75 -0.064
N 0.34 2.44 -0.16 -0.414
C 0.38 3.55 0.78 -0.052
N 1.22 2.81 -1.21 0.061
H -1.75 2.28 0.02 0.099
H -1.13 3.36 -1.26 0.101
H -1.12 1.58 -1.45 0.080
H -0.31 3.42 1.60 0.097
H 1.37 3.65 1.23 0.094
H 0.13 4.45 0.23 0.103
H 2.15 2.95 -0.80 0.101
H 1.28 2.06 -1.88 0.092
```

[3]
ORCA calculation (wB97M-V/def2-TZVPD) on a molecular structure, C12H35Ag2O14 at a distorted geometry.

Values from the calculation:
net charge: +1
energy above the lowest of the compared OMol25 structures with the same formula, charge and spin: 0.827 eV
E_HOMO: -11.82 eV
energy: -49663.8047 eV

The geometry in XYZ format:
```
63
Properties=species:S:1:pos:R:3:lowdin_charge:R:1
Ag 1.41 -3.00 2.58 0.894
Ag -0.46 -3.09 -1.26 0.834
O 0.03 0.12 0.29 0.095
C 0.63 -0.96 0.79 -0.849
O 1.86 -0.94 0.99 -0.040
O 0.04 -2.01 0.91 -0.082
H 0.79 0.65 0.07 0.076
C -2.60 2.26 1.39 -0.147
O -2.16 0.97 1.46 -0.123
H -3.12 2.37 2.34 0.098
H -1.91 3.10 1.29 0.086
H -3.40 2.36 0.66 0.085
H -1.39 0.79 0.91 0.038
C -3.09 0.45 -3.31 -0.227
C -1.89 -0.24 -2.55 -0.185
O -2.04 -1.70 -2.58 -0.123
O -3.27 -0.09 -4.59 -0.045
H -2.80 1.50 -3.36 0.123
H -3.97 0.20 -2.72 0.132
H -1.90 0.30 -1.61 0.100
H -0.89 0.05 -2.89 0.104
H -2.34 -2.05 -3.42 0.088
H -2.47 0.06 -5.10 0.098
C -3.11 -3.20 2.37 -0.199
C -3.74 -2.11 1.36 -0.233
O -3.88 -0.85 1.95 -0.055
O -1.95 -2.55 2.86 -0.114
H -2.70 -4.09 1.89 0.101
H -3.89 -3.56 3.04 0.110
H -4.73 -2.49 1.10 0.112
H -3.15 -2.09 0.45 0.095
H -3.19 -0.25 1.67 0.008
H -2.09 -1.60 2.75 0.055
C 2.47 -1.30 -3.97 -0.232
C 2.27 -1.58 -2.48 -0.228
O 1.77 -2.83 -2.04 -0.111
O 1.28 -1.28 -4.69 -0.038
H 3.29 -1.82 -4.49 0.131
H 2.81 -0.28 -3.86 0.121
H 1.62 -0.83 -2.01 0.105
H 3.16 -1.25 -1.94 0.113
H 2.40 -3.23 -1.42 0.101
H 0.99 -2.18 -4.58 0.083
C 2.59 2.57 -1.08 -0.208
C 3.71 1.80 -0.28 -0.218
O 3.85 0.42 -0.36 -0.061
O 1.31 2.26 -0.65 -0.085
H 2.63 2.20 -2.10 0.113
H 2.65 3.66 -1.03 0.129
H 3.48 2.05 0.75 0.102
H 4.67 2.18 -0.64 0.128
H 3.14 -0.03 0.12 0.017
H 0.70 2.96 -0.89 0.110
C 1.68 0.89 4.03 -0.264
C 1.78 2.20 3.23 -0.249
O 0.74 3.12 3.33 -0.053
O 1.53 0.98 5.40 -0.040
H 2.58 0.30 3.91 0.116
H 0.79 0.38 3.66 0.113
H 1.78 2.01 2.16 0.086
H 2.69 2.74 3.51 0.123
H 0.94 3.92 2.84 0.090
H 2.07 1.68 5.80 0.100
```

[4]
ORCA calculation (wB97M-V/def2-TZVPD) on 2 unconnected molecules or ions with the total composition C2H2ClN at a distorted geometry.

Values from the calculation:
net charge: 0
energy above the lowest of the compared OMol25 structures with the same formula, charge and spin: 6.524 eV
E_HOMO (spin up / spin down): -9.46 / -9.55 eV
energy: -16111.5580 eV

The geometry in XYZ format:
```
6
Properties=species:S:1:pos:R:3:lowdin_charge:R:1
C 0.68 -0.45 1.31 0.150
C 0.59 -0.10 0.16 -0.360
N 0.22 0.23 -1.03 -0.480
Cl -0.21 -0.76 -2.29 0.594
H 0.76 -0.57 2.36 0.033
H -2.04 1.65 -0.52 0.063
```